Arrangement i

The following is a quantum chemistry calculation of an isolated molecule of C9H13N3, from OMol25.

## Properties
* LUMO level (spin up / spin down): 0.77 / 0.67 eV
* multiplicity: 1
* E_HOMO (spin up / spin down): -0.2905 / -0.2709 Eh
* orbital gap (spin up / spin down): 8.67 / 8.04 eV

Element x y z (Å)
C  -0.17  -1.32  1.57
C  0.64  -0.01  1.62
C  1.09  -0.87  -1.28
C  1.33  0.61  -1.32
C  -1.04  -1.04  0.31
C  -0.09  1.07  0.89
C  -0.38  -1.13  -1.00
C  0.34  1.54  -0.50
C  -1.50  0.43  0.53
N  -1.46  0.72  -1.80
N  -0.85  1.78  -1.25
N  -1.99  1.16  -0.64
H  0.44  -2.15  1.64
H  -1.08  -1.46  2.34
H  0.79  0.17  2.58
H  1.59  -0.09  0.99
H  1.46  -1.29  -2.13
H  1.69  -1.39  -0.45
H  2.33  0.85  -0.90
H  1.24  1.04  -2.34
H  -1.91  -1.79  0.43
H  -0.17  1.96  1.51
H  -0.96  -1.84  -1.69
H  0.83  2.54  -0.43
H  -2.16  0.49  1.34

***

Arrangement ii

The following is a quantum chemistry calculation of an isolated molecule of C9H13N3, from OMol25.

## Properties
* LUMO level (spin up / spin down): 0.81 / 0.81 eV
* multiplicity: 1
* E_HOMO (spin up / spin down): -0.2426 / -0.2427 Eh
* orbital gap (spin up / spin down): 7.41 / 7.41 eV

Element x y z (Å)
C  -1.51  -1.68  0.25
C  1.19  -0.38  1.51
C  -0.26  1.12  -1.24
C  -1.54  -0.40  0.46
C  1.16  0.31  0.40
C  -0.36  -2.42  0.95
C  0.35  -1.54  1.96
C  1.38  -0.67  -1.77
C  -1.39  3.10  -0.22
N  -1.61  0.84  0.57
N  0.68  0.26  -0.84
N  -0.95  1.75  -0.23
H  -2.35  -2.29  -0.26
H  1.76  -0.04  2.39
H  -0.60  1.24  -2.35
H  -0.72  -3.26  1.53
H  0.20  -2.88  0.02
H  1.18  -2.17  2.54
H  -0.44  -1.29  2.58
H  2.49  -0.59  -1.81
H  0.93  -1.61  -1.44
H  1.10  -0.29  -2.82
H  -1.91  3.58  -1.07
H  -0.59  3.94  -0.04
H  -1.92  3.24  0.72

***

Each structure's energy above the most stable one, in eV: arrangement i 0.000; arrangement ii 0.856.

***

Arrangement i

The following is a quantum chemistry calculation of a cluster of 8 separate species, C16H48O8 in total, from OMol25.

## Properties
* LUMO level: 0.31 eV
* multiplicity: 1
* structure (SMILES): CCO.CCO.CCO.CCO.CCO.CCO.CCO.CCO
* E_HOMO: -0.3455 Eh
* orbital gap: 9.71 eV

Element x y z (Å)
C  -4.69  -0.59  0.46
C  -5.50  0.64  0.18
O  -6.21  1.01  1.29
H  -4.21  -0.48  1.43
H  -3.92  -0.73  -0.30
H  -5.32  -1.48  0.49
H  -6.21  0.53  -0.64
H  -4.86  1.51  0.00
H  -6.80  1.70  1.00
C  1.25  -0.07  3.54
C  0.90  1.35  4.01
O  2.01  1.89  4.75
H  1.45  -0.76  4.37
H  2.10  -0.10  2.87
H  0.45  -0.58  3.01
H  0.00  1.26  4.63
H  0.76  2.06  3.20
H  1.67  2.69  5.16
C  1.01  -3.54  1.34
C  0.93  -4.60  0.23
O  0.67  -3.99  -1.00
H  1.20  -4.06  2.28
H  0.06  -3.01  1.44
H  1.76  -2.78  1.11
H  0.43  -5.54  0.44
H  1.91  -5.02  -0.02
H  0.15  -4.61  -1.51
C  -1.56  3.13  -1.90
C  -0.78  4.25  -1.14
O  -1.57  5.47  -1.14
H  -1.83  3.44  -2.91
H  -2.47  2.80  -1.41
H  -0.93  2.25  -2.01
H  0.13  4.52  -1.67
H  -0.53  3.92  -0.13
H  -2.19  5.41  -0.40
C  -2.26  1.44  2.23
C  -3.06  1.82  3.40
O  -3.06  3.25  3.50
H  -2.20  0.35  2.23
H  -1.31  1.96  2.30
H  -2.78  1.85  1.37
H  -2.62  1.51  4.34
H  -4.11  1.54  3.39
H  -3.78  3.45  4.10
C  4.53  -0.38  -0.17
C  4.43  -1.84  -0.63
O  5.45  -2.57  -0.09
H  4.28  -0.19  0.88
H  3.82  0.24  -0.72
H  5.51  0.04  -0.37
H  4.42  -1.92  -1.72
H  3.45  -2.26  -0.41
H  5.19  -3.49  -0.20
C  -0.83  -0.73  -0.70
C  0.65  -0.49  -0.81
O  1.18  -1.39  -1.77
H  -1.12  -1.68  -0.24
H  -1.26  -0.71  -1.70
H  -1.39  0.07  -0.24
H  1.20  -0.52  0.14
H  0.87  0.48  -1.24
H  0.86  -2.24  -1.48
C  3.11  -0.28  -6.04
C  2.72  -0.96  -4.73
O  1.55  -0.38  -4.29
H  3.04  0.80  -5.97
H  2.47  -0.67  -6.83
H  4.15  -0.52  -6.27
H  3.49  -0.87  -3.96
H  2.65  -2.02  -4.95
H  1.45  -0.58  -3.36

***

Arrangement ii

The following is a quantum chemistry calculation of a cluster of 8 separate species, C16H48O8 in total, from OMol25.

## Properties
* LUMO level: 0.36 eV
* multiplicity: 1
* structure (SMILES): CC(C)O.CC(C)O.CC(C)O.CC(C)O.CO.CO.CO.CO
* E_HOMO: -0.3582 Eh
* orbital gap: 10.10 eV

Element x y z (Å)
C  25.67  8.09  11.95
C  25.55  6.61  12.29
C  25.50  6.44  13.81
O  24.29  6.19  11.74
H  24.84  8.66  12.36
H  25.79  8.21  10.87
H  26.57  8.50  12.41
H  26.33  6.00  11.82
H  25.30  5.38  14.03
H  24.68  7.06  14.17
H  26.42  6.70  14.31
H  24.08  5.29  12.01
C  29.99  9.81  10.26
C  30.49  8.71  11.20
C  29.61  7.45  11.12
O  31.83  8.39  10.80
H  29.02  10.24  10.57
H  30.00  9.58  9.20
H  30.69  10.64  10.45
H  30.63  9.08  12.22
H  29.99  6.82  11.92
H  29.71  6.94  10.16
H  28.57  7.71  11.27
H  31.82  8.13  9.87
C  25.98  8.74  5.04
C  26.02  9.13  6.51
C  27.35  8.86  7.19
O  25.76  10.53  6.64
H  26.18  7.69  4.85
H  26.69  9.36  4.49
H  24.97  8.89  4.64
H  25.26  8.59  7.09
H  27.57  7.80  7.28
H  27.33  9.24  8.21
H  28.16  9.34  6.63
H  25.10  10.80  6.00
C  25.02  16.01  5.49
C  24.57  14.71  6.09
C  24.52  14.76  7.61
O  23.26  14.44  5.59
H  24.97  16.02  4.39
H  26.04  16.29  5.73
H  24.38  16.82  5.85
H  25.26  13.91  5.79
H  24.55  13.76  8.06
H  23.57  15.19  7.94
H  25.28  15.33  8.16
H  22.99  13.57  5.90
C  25.54  10.97  10.08
O  26.09  12.00  9.26
H  25.15  11.47  10.97
H  24.70  10.41  9.65
H  26.36  10.28  10.34
H  26.24  11.62  8.39
C  28.91  12.33  7.38
O  28.76  12.94  8.64
H  28.14  12.65  6.67
H  29.92  12.49  7.01
H  28.75  11.24  7.41
H  28.00  12.52  9.06
C  25.35  13.85  13.07
O  25.06  12.65  13.81
H  26.38  14.18  13.03
H  24.98  13.71  12.04
H  24.68  14.59  13.52
H  24.11  12.60  13.89
C  22.12  7.38  9.16
O  22.99  8.01  10.08
H  21.96  6.33  9.42
H  21.15  7.87  9.24
H  22.47  7.43  8.13
H  23.40  7.32  10.65

***

Each structure's energy above the most stable one, in eV: arrangement i 0.903; arrangement ii 0.000.